No. 1
78
Properties=species:S:1:pos:R:3:forces:R:3:lowdin_charge:R:1 method="wB97M-V/def2-TZVPD" total_charge=+1 multiplicity=1 largest_force_ev_per_a=4.5 e_tot_ev=-64976.9443 homo_energy_ev=-11.187 homo_lumo_gap_ev=7.57
F -3.956 -0.110 -1.212 0.63 0.55 1.78 0.129
C -3.328 -0.235 0.013 0.12 -1.76 -0.41 -0.446
F -3.541 -1.540 0.392 0.16 1.91 -0.27 0.134
F -3.848 0.601 0.939 0.64 -0.88 -1.57 0.147
C -1.807 -0.030 -0.249 0.74 0.40 0.28 -0.068
N -1.348 0.712 -1.303 0.43 -1.38 1.80 0.159
C 0.048 0.689 -1.306 0.66 -0.87 1.43 0.032
C 0.449 -0.087 -0.159 -1.39 1.80 -2.76 0.039
N -0.738 -0.517 0.464 -0.09 0.86 -0.99 0.073
C -0.785 -1.357 1.678 0.83 -1.03 -0.35 -0.280
C 0.258 -2.359 1.759 -1.20 -0.85 2.15 0.034
C 0.205 -3.243 2.955 -2.82 3.34 -1.21 0.010
C -0.928 -2.917 3.840 0.57 -0.65 0.10 -0.006
C -1.879 -1.837 3.622 1.68 -1.63 -0.63 -0.076
N -1.793 -1.051 2.515 0.98 -1.29 0.15 0.096
H -2.019 1.167 -1.921 0.63 -0.07 -0.08 0.185
H 0.683 1.203 -2.093 -1.00 -0.54 1.00 0.131
H 1.509 -0.256 0.118 -1.30 -0.14 0.25 0.152
H 1.057 -2.472 0.983 -1.04 0.20 0.81 0.122
H 0.921 -4.069 3.132 -0.70 0.82 -0.22 0.106
H -1.058 -3.534 4.787 0.27 0.94 -1.23 0.106
H -2.698 -1.693 4.369 0.89 0.13 -0.93 0.132
C 1.645 -0.450 4.740 0.10 0.06 0.12 -0.658
O 1.863 -1.654 4.822 0.03 -0.06 -0.14 0.011
N 2.356 0.473 5.434 0.31 0.01 0.26 0.169
N 0.669 0.065 3.942 -0.29 -0.12 -0.34 0.179
H 2.191 1.462 5.378 -0.06 -0.04 -0.10 0.099
H 3.086 0.132 6.035 -0.09 0.03 -0.04 0.110
H 0.120 -0.589 3.410 0.41 0.44 0.53 0.022
H 0.475 1.049 3.860 0.21 0.17 0.04 0.070
C 1.280 1.546 -4.954 0.38 -0.09 -0.19 -0.693
O 1.268 2.360 -4.030 -0.24 -0.14 0.31 -0.027
N 0.166 1.219 -5.657 -0.78 0.00 0.16 0.165
N 2.402 0.907 -5.349 0.63 -0.09 0.16 0.168
H 0.164 0.559 -6.414 0.35 0.10 -0.05 0.068
H -0.692 1.673 -5.398 0.13 0.06 -0.12 0.102
H 3.249 1.122 -4.853 -0.17 -0.01 0.08 0.097
H 2.432 0.234 -6.107 -0.19 0.17 0.01 0.051
C 0.092 3.855 2.541 0.10 0.23 0.05 -0.679
O 0.896 3.264 3.249 -0.13 -0.31 0.03 0.015
N 0.215 5.172 2.241 0.23 0.21 0.04 0.164
N -0.997 3.241 1.995 -0.16 -0.50 -0.22 0.155
H -0.432 5.676 1.665 0.01 -0.03 0.04 0.101
H 1.006 5.658 2.627 -0.09 -0.02 -0.03 0.114
H -1.123 2.264 2.197 -0.10 0.14 0.07 0.082
H -1.668 3.708 1.414 0.00 0.05 0.12 0.097
C 0.605 -4.961 6.725 0.00 0.03 0.18 -0.679
O -0.234 -4.084 6.864 -0.14 -0.06 -0.15 0.013
N 0.755 -5.977 7.616 -0.15 -0.18 0.33 0.155
N 1.463 -4.994 5.670 0.03 -0.01 -0.55 0.167
H 1.438 -6.706 7.522 -0.01 0.06 0.00 0.097
H 0.139 -5.985 8.410 0.08 0.00 -0.07 0.109
H 1.385 -4.253 4.996 0.27 0.21 0.36 0.048
H 2.160 -5.703 5.538 -0.01 0.04 0.08 0.101
C -6.918 1.322 3.463 -0.20 0.22 0.01 -0.693
O -7.220 2.294 2.794 0.11 -0.07 -0.03 0.029
N -7.504 1.043 4.659 -0.22 0.06 0.28 0.150
N -5.964 0.430 3.068 0.40 -0.20 -0.29 0.148
H -7.269 0.248 5.225 -0.01 0.03 -0.04 0.094
H -8.212 1.679 4.982 0.07 -0.07 -0.03 0.109
H -5.511 0.606 2.189 -0.18 -0.05 0.23 0.065
H -5.698 -0.377 3.601 -0.07 0.04 0.00 0.090
C 1.388 -1.516 -8.318 0.05 -0.27 -0.28 -0.646
O 1.915 -0.696 -7.570 -0.28 -0.08 -0.05 -0.001
N 0.065 -1.820 -8.261 -0.23 0.19 0.29 0.165
N 2.086 -2.187 -9.264 0.39 0.06 -0.01 0.171
H -0.381 -2.486 -8.864 0.03 0.04 0.00 0.106
H -0.487 -1.344 -7.571 -0.04 -0.15 -0.10 0.097
H 3.069 -1.988 -9.337 -0.09 -0.03 -0.04 0.117
H 1.679 -2.860 -9.886 -0.01 0.04 0.03 0.106
C 5.431 4.153 -6.546 0.08 0.29 -0.11 -0.697
O 6.088 4.997 -7.127 -0.03 -0.10 0.03 0.033
N 4.306 4.451 -5.840 -0.36 0.24 0.23 0.152
N 5.761 2.831 -6.550 0.34 -0.48 -0.12 0.146
H 3.754 3.767 -5.355 -0.03 0.05 -0.03 0.075
H 4.025 5.415 -5.810 0.03 -0.10 -0.01 0.106
H 6.586 2.565 -7.060 -0.08 0.04 0.06 0.105
H 5.232 2.124 -6.077 -0.01 0.06 -0.06 0.072

No. 2
23
Properties=species:S:1:pos:R:3:forces:R:3:nbo_charge:R:1 method="wB97M-V/def2-TZVPD" multiplicity=1 smiles="O=CC(=O)CO.C=NOC1CC1" largest_force_ev_per_a=1.6 e_tot_ev=-17112.7869 homo_energy_ev=-9.598 de_lowest_kcal_mol=101.6 homo_lumo_gap_ev=8.93
C 0.288 -2.252 0.885 -0.48 -0.66 -0.06 -0.192
C 1.308 -2.058 -0.229 0.30 -1.10 -0.87 0.432
C 2.239 -0.880 0.031 0.50 1.28 0.74 0.324
C -1.758 1.462 2.138 0.33 0.15 -0.20 -0.123
C -0.353 0.979 -0.911 -0.13 -0.94 -0.47 0.073
C 0.077 1.919 -1.986 -0.06 0.90 0.28 -0.434
C -1.335 1.377 -1.975 -0.72 -0.45 -0.66 -0.445
H 1.323 -3.107 2.321 -0.36 0.93 -0.11 0.478
H -0.475 -1.452 0.840 0.41 -0.26 0.21 0.231
H -0.226 -3.218 0.716 0.18 0.45 0.05 0.199
H 1.929 -0.307 0.973 0.49 -0.31 -0.98 0.132
H -1.235 2.401 2.333 -0.18 -0.08 0.10 0.180
H -2.466 1.080 2.867 0.08 -0.22 -0.34 0.197
H 0.016 -0.080 -0.874 -0.37 1.24 -0.22 0.178
H 0.151 2.978 -1.700 0.09 -0.59 0.02 0.229
H 0.811 1.636 -2.735 -0.26 -0.25 0.15 0.233
H -1.622 0.628 -2.747 0.25 0.65 0.75 0.223
H -2.156 2.058 -1.655 0.85 -0.62 -0.31 0.229
N -1.502 0.837 1.061 -0.34 0.22 0.61 -0.131
O 0.931 -2.218 2.169 0.15 -0.81 -0.43 -0.707
O 1.430 -2.772 -1.207 -0.36 0.80 1.11 -0.459
O 3.178 -0.570 -0.656 -0.77 -0.40 0.44 -0.450
O -0.554 1.560 0.340 0.41 0.06 0.20 -0.397

No. 3
16
Properties=species:S:1:pos:R:3:forces:R:3:nbo_charge:R:1 method="wB97M-V/def2-TZVPD" total_charge=-1 multiplicity=1 smiles=CN[C@@H](C)C[O-] largest_force_ev_per_a=2.5 e_tot_ev=-7845.8551 homo_energy_ev=-2.088 de_lowest_kcal_mol=38.8 homo_lumo_gap_ev=6.03
C -1.321 -0.908 1.128 -0.03 0.47 -1.76 -0.436
N -0.724 -0.925 -0.253 -1.98 0.68 1.36 -0.649
C -0.041 1.543 0.066 -1.28 -0.50 -0.92 -0.658
C 0.092 0.222 -0.723 1.45 -0.18 -0.02 -0.079
C 1.603 -0.264 -0.700 0.46 1.17 -1.88 -0.016
O 2.514 0.738 -0.707 -0.34 -0.73 0.56 -0.956
H -2.027 -0.095 1.269 0.24 0.49 0.04 0.179
H -0.579 -0.923 1.934 -0.24 -0.16 0.12 0.171
H -2.007 -1.735 1.076 0.09 -0.91 0.70 0.187
H -0.258 -1.819 -0.204 0.91 0.28 -0.83 0.344
H -0.603 2.278 -0.513 -0.92 -0.27 -0.13 0.177
H -0.667 1.215 0.906 0.86 1.31 0.56 0.191
H 0.872 2.149 0.107 0.49 -1.20 1.05 0.268
H -0.196 0.467 -1.768 0.21 -0.51 0.43 0.156
H 1.664 -1.097 0.044 0.18 0.36 0.73 0.053
H 1.677 -0.847 -1.661 -0.11 -0.32 -0.01 0.068